No. 1
C3H3I2N | wB97M-V/def2-TZVPD

## Properties
ΔE to the lowest compared entry with this formula, charge and spin in kcal per mole: 73.1
HOMO energy in eV: -9.1096
Kohn-Sham gap in eV: 7.84
LUMO energy in eV: -1.266

Positions of all 9 atoms, in Å:
I: -1.83465 -1.80932 -0.10103
I: -2.77462 1.53734 0.02716
N: -1.20857 0.17584 0.30962
C: -0.01676 0.46412 -0.47331
C: 1.14098 -0.03729 0.23660
C: 1.95545 -0.56942 0.94391
H: 0.11358 -0.07322 -1.51991
H: -0.10505 1.53381 -0.61464
H: 2.72965 -1.22185 1.19161

Atomic forces in eV per Å
I 0.14 0.69 0.28
I 0.45 -0.39 -0.13
N -1.21 -1.29 0.11
C 0.29 -0.65 -2.16
C 0.08 0.21 0.97
C -0.51 0.27 -1.21
H -0.92 1.26 1.61
H 0.92 0.30 -0.23
H 0.75 -0.39 0.75

No. 2
C2H2ClNO2 | wB97M-V/def2-TZVPD

## Properties
ΔE to the lowest compared entry with this formula, charge and spin in kcal per mole: 182.7
HOMO energy (alpha / beta) in eV: -11.2930 / -10.0603
Kohn-Sham gap (alpha / beta) in eV: 8.84 / 6.12
LUMO energy (alpha / beta) in eV: -2.454 / -3.945

Positions of all 8 atoms, in Å:
Cl: -1.87576 1.81026 0.24394
O: -1.50407 -1.07635 -1.15032
O: -1.23144 -1.37802 0.94910
N: -0.88196 -0.93213 -0.10846
C: 1.42524 0.39565 0.02705
C: 0.32536 -0.21376 -0.14975
H: 2.44083 0.02552 -0.17797
H: 1.30181 1.36882 0.36642

Atomic forces in eV per Å
Cl 0.56 -0.23 -0.03
O 0.47 0.22 -0.46
O 0.17 -0.35 1.51
N 0.09 -0.13 -1.36
C 1.26 -1.14 -0.64
C -2.19 -0.32 0.30
H -0.56 -0.05 0.09
H 0.19 2.00 0.60

No. 3
C5H13NO | wB97M-V/def2-TZVPD

## Properties
ΔE to the lowest compared entry with this formula, charge and spin in kcal per mole: 55.2
SMILES: C=CCCNC.O
HOMO energy in eV: -8.4840
Kohn-Sham gap in eV: 9.26
LUMO energy in eV: 0.775

Positions of all 20 atoms, in Å:
O: -2.04189 1.37817 -3.13733
N: 1.14688 0.15282 -0.49028
C: 0.24303 0.71004 0.48489
C: -0.34469 -2.37828 2.53060
C: 0.11033 -1.59480 1.57695
C: 0.16246 -0.06267 1.78020
C: 1.24112 0.97947 -1.68341
H: -0.84785 -1.91578 3.38033
H: -2.81786 1.26646 -3.69486
H: 0.90438 -1.88164 0.89195
H: 0.29815 0.74535 -2.18411
H: 2.10947 0.77519 -2.29105
H: -0.70000 0.91264 -0.02694
H: -2.39915 1.76464 -2.31814
H: 0.47186 1.77850 0.69161
H: -0.29297 -3.45454 2.57739
H: 0.85665 0.23934 2.56138
H: 2.05239 -0.05910 -0.08493
H: -0.85328 0.08910 2.17578
H: 1.28801 2.06282 -1.53104

Atomic forces in eV per Å
O -0.30 0.27 0.52
N 0.89 -0.06 0.15
C 0.40 1.61 -0.29
C -0.86 -0.08 0.56
C 2.78 1.40 0.68
C -2.54 -1.32 -0.26
C -0.84 -0.21 0.13
H -0.21 -0.11 -0.15
H 0.02 -0.04 -0.07
H -0.80 -0.77 -0.56
H 0.32 0.41 -0.71
H 0.08 -0.62 -0.22
H -0.51 -0.97 0.09
H 0.27 -0.22 -0.44
H 0.53 -0.20 0.35
H 0.26 -0.12 -0.29
H 0.36 -0.07 -0.27
H -0.04 0.26 0.03
H 0.32 0.67 0.26
H -0.13 0.17 0.49

No. 4
C7H12O | wB97M-V/def2-TZVPD

## Properties
ΔE to the lowest compared entry with this formula, charge and spin in kcal per mole: 215.9
HOMO energy in eV: -6.9640
Kohn-Sham gap in eV: 4.01
LUMO energy in eV: -2.954

Positions of all 20 atoms, in Å:
O: -3.03350 0.53555 -1.15394
C: 3.30774 0.38242 -0.63147
C: 1.05179 0.09714 0.51317
C: 2.01880 0.63792 -0.36318
C: -0.40611 0.45955 0.34859
C: -1.34334 -0.73892 0.13952
C: 4.28395 -0.46756 -0.31045
C: -2.80956 -0.47331 -0.15043
H: -0.42999 1.08323 -0.55425
H: -0.95839 -1.26917 -0.73947
H: 5.33872 -0.20013 -0.37915
H: -0.75422 0.90833 1.27411
H: -2.70536 1.15920 -0.38775
H: 1.35075 -0.29062 1.49562
H: -2.46219 1.66323 1.21662
H: 4.07222 -1.51648 -0.15676
H: -3.29596 -1.33665 -0.67276
H: -1.26540 -1.52870 0.90972
H: 1.53865 1.27307 -1.12545
H: -3.49860 -0.37811 0.72770

Atomic forces in eV per Å
O 1.70 1.47 3.69
C 0.79 -2.40 2.80
C -0.61 1.61 1.67
C -1.73 1.41 -2.06
C 1.95 -1.77 -1.69
C 0.31 -1.54 -0.60
C 0.01 1.24 -1.26
C -2.47 -2.44 -1.29
H -0.56 0.23 0.55
H -0.04 0.21 -0.12
H -0.20 0.16 0.62
H -0.67 1.25 0.96
H -1.02 1.05 -2.45
H 0.06 -0.50 -0.58
H 0.67 -0.07 -0.06
H -0.13 -0.31 -0.60
H 0.98 -0.21 0.72
H 0.00 0.65 0.18
H -0.01 -0.59 -0.12
H 0.96 0.55 -0.36